{
  "formula": "C37H69AgN2O11",
  "method": "ωB97M-V/def2-TZVPD",
  "elements": ["Ag", "C", "C", "C", "O", "H", "H", "H", "H", "H", "H", "H", "C", "C", "C", "C", "C", "C", "N", "O", "C", "C", "C", "H", "H", "H", "H", "H", "H", "H", "H", "H", "H", "H", "H", "H", "H", "H", "H", "H", "H", "H", "C", "C", "C", "C", "C", "C", "N", "O", "C", "C", "C", "H", "H", "H", "H", "H", "H", "H", "H", "H", "H", "H", "H", "H", "H", "H", "H", "H", "H", "H", "O", "C", "O", "C", "C", "C", "H", "H", "H", "H", "H", "H", "O", "C", "O", "C", "C", "C", "H", "H", "H", "H", "H", "H", "O", "C", "O", "C", "C", "C", "H", "H", "H", "H", "H", "H", "O", "C", "O", "C", "C", "C", "H", "H", "H", "H", "H", "H"],
  "xyz": [[-7.016, -29.421, -29.586], [-8.991, -23.987, -29.481], [-9.802, -25.017, -28.647], [-11.274, -25.056, -28.972], [-9.066, -26.189, -28.799], [-8.828, -24.305, -30.510], [-8.088, -23.761, -28.914], [-9.348, -22.962, -29.579], [-9.773, -24.788, -27.582], [-11.450, -25.415, -29.986], [-11.958, -24.232, -28.765], [-11.809, -25.801, -28.383], [-3.999, -23.614, -24.519], [-2.894, -22.576, -24.153], [-3.332, -21.220, -24.843], [-2.408, -20.034, -24.362], [-2.375, -19.999, -22.873], [-2.013, -21.322, -22.029], [-2.796, -22.394, -22.648], [-2.421, -23.598, -22.072], [-0.488, -21.460, -22.067], [-2.504, -21.185, -20.501], [-1.617, -22.937, -24.904], [-3.613, -24.557, -24.132], [-4.065, -23.753, -25.598], [-4.978, -23.455, -24.068], [-3.237, -21.418, -25.911], [-4.363, -20.935, -24.634], [-2.897, -19.095, -24.621], [-1.410, -20.024, -24.799], [-3.197, -19.453, -22.411], [-1.537, -19.303, -22.859], [-0.010, -20.670, -21.488], [-0.172, -22.427, -21.674], [-0.149, -21.280, -23.087], [-3.568, -21.030, -20.679], [-2.421, -22.219, -20.165], [-1.973, -20.481, -19.860], [-0.876, -23.458, -24.297], [-1.159, -22.151, -25.504], [-1.849, -23.650, -25.695], [-1.483, -23.639, -22.274], [-16.842, -23.738, -19.634], [-16.577, -23.074, -21.033], [-15.399, -22.087, -20.720], [-14.590, -21.749, -22.010], [-14.127, -22.923, -22.745], [-15.340, -23.919, -23.081], [-16.088, -24.185, -21.870], [-17.048, -25.106, -22.067], [-16.239, -23.309, -24.203], [-14.742, -25.181, -23.703], [-17.821, -22.315, -21.561], [-17.151, -23.104, -18.804], [-15.924, -24.199, -19.270], [-17.651, -24.441, -19.831], [-15.754, -21.154, -20.282], [-14.585, -22.280, -20.022], [-13.724, -21.099, -21.877], [-15.297, -21.175, -22.609], [-13.379, -23.566, -22.281], [-13.666, -22.561, -23.664], [-15.629, -23.103, -25.082], [-17.037, -23.958, -24.564], [-16.611, -22.303, -24.010], [-14.449, -25.936, -22.974], [-15.543, -25.735, -24.193], [-13.955, -25.002, -24.435], [-18.525, -23.104, -21.826], [-17.707, -21.549, -22.328], [-18.325, -21.708, -20.809], [-17.008, -25.669, -21.290], [-8.919, -27.906, -33.250], [-9.300, -27.021, -34.047], [-8.612, -26.754, -35.195], [-9.294, -25.817, -36.061], [-10.590, -25.525, -35.367], [-10.613, -26.303, -34.073], [-9.445, -26.278, -37.037], [-8.655, -24.944, -36.201], [-11.334, -25.957, -36.035], [-10.578, -24.453, -35.168], [-11.561, -26.806, -33.880], [-10.421, -25.521, -33.338], [-4.150, -26.636, -31.046], [-3.451, -25.593, -31.304], [-2.087, -25.681, -31.462], [-1.530, -24.424, -31.773], [-2.604, -23.453, -31.400], [-3.858, -24.202, -31.452], [-1.153, -24.156, -32.760], [-0.736, -24.341, -31.031], [-2.727, -22.606, -32.075], [-2.404, -23.078, -30.396], [-4.424, -24.153, -32.382], [-4.486, -23.862, -30.628], [-18.672, -28.451, -29.550], [-17.866, -29.375, -29.386], [-18.398, -30.504, -28.969], [-17.472, -31.442, -28.380], [-16.132, -30.718, -28.512], [-16.392, -29.558, -29.507], [-17.649, -32.321, -29.000], [-17.818, -31.624, -27.362], [-15.293, -31.289, -28.908], [-15.696, -30.401, -27.565], [-16.197, -29.601, -30.578], [-15.720, -28.707, -29.395], [-8.600, -31.102, -21.535], [-8.430, -30.328, -22.477], [-9.518, -29.648, -22.959], [-9.087, -28.671, -23.906], [-7.565, -28.814, -23.974], [-7.116, -29.980, -23.118], [-9.342, -27.661, -23.586], [-9.654, -29.018, -24.770], [-7.077, -27.914, -23.600], [-7.351, -28.813, -25.043], [-6.322, -30.002, -22.372], [-6.917, -30.830, -23.770]],
  "total_charge": 1,
  "total_energy_ev": -68972.503,
  "s_squared": 0.754,
  "homo_lumo_gap_ev": [2.66, 2.66],
  "spin_multiplicity": 2,
  "relative_energy_kj_mol": 257.00
}